1.
Computed, not measured: a cluster of 11 separate species, C32H91N5O16 in total in a non-equilibrium geometry, with ωB97M-V with the def2-TZVPD basis set.

The geometry in ORCA input format:
```
! wB97M-V def2-TZVPD RIJCOSX def2/J DEFGRID3
* xyz 0 1
C 7.464 29.562 -9.084
O 7.629 28.442 -9.885
C 6.842 27.395 -9.496
C 7.296 26.805 -8.187
N 8.726 26.611 -8.203
C 9.338 26.455 -6.875
C 10.815 26.103 -7.035
O 11.442 26.148 -5.812
C 12.732 25.604 -5.871
H 6.448 29.659 -8.702
H 7.721 30.382 -9.747
H 8.172 29.536 -8.252
H 6.875 26.593 -10.238
H 5.789 27.696 -9.422
H 6.781 25.886 -7.891
H 7.023 27.551 -7.390
H 9.121 27.360 -8.763
H 8.782 25.724 -6.288
H 9.247 27.440 -6.350
H 11.287 26.717 -7.821
H 10.818 25.079 -7.469
H 13.432 26.390 -6.193
H 12.756 24.808 -6.615
H 13.039 25.237 -4.899
C 21.120 25.168 -6.083
O 21.751 24.885 -4.863
C 22.880 24.149 -5.043
C 23.748 24.409 -3.824
N 23.275 23.875 -2.532
C 23.673 22.459 -2.378
C 23.245 21.769 -1.091
O 21.943 21.182 -1.105
C 21.652 20.568 0.166
H 20.840 24.239 -6.598
H 21.833 25.679 -6.771
H 20.295 25.832 -5.896
H 23.379 24.519 -5.946
H 22.595 23.098 -5.119
H 23.945 25.489 -3.763
H 24.764 24.015 -3.991
H 22.251 23.855 -2.499
H 24.754 22.307 -2.458
H 23.222 21.836 -3.169
H 23.359 22.408 -0.202
H 23.902 20.887 -0.984
H 22.515 20.035 0.578
H 20.798 19.903 0.027
H 21.274 21.346 0.855
C 23.727 19.107 -5.423
O 22.629 19.906 -5.091
C 21.886 19.359 -4.022
C 20.655 20.203 -3.756
N 19.524 19.825 -4.665
C 18.481 20.860 -4.777
C 17.662 20.614 -6.029
O 18.516 20.832 -7.109
C 18.082 20.301 -8.399
H 24.361 19.644 -6.135
H 23.382 18.217 -5.970
H 24.338 18.899 -4.538
H 22.501 19.313 -3.109
H 21.541 18.329 -4.245
H 20.910 21.270 -3.742
H 20.277 19.911 -2.768
H 19.969 19.879 -5.602
H 18.872 21.892 -4.797
H 17.781 20.777 -3.931
H 16.873 21.369 -6.089
H 17.164 19.641 -5.949
H 18.080 19.193 -8.382
H 18.907 20.528 -9.083
H 17.089 20.666 -8.678
C 11.061 22.286 -3.858
O 11.704 22.190 -5.059
C 10.963 21.419 -6.024
C 11.797 20.873 -7.135
N 12.822 20.012 -6.684
C 13.766 19.612 -7.657
C 13.206 18.817 -8.797
O 12.334 19.575 -9.595
C 11.987 18.849 -10.758
H 11.581 22.999 -3.224
H 11.130 21.320 -3.332
H 10.007 22.563 -3.954
H 10.120 22.040 -6.389
H 10.407 20.603 -5.507
H 12.247 21.781 -7.591
H 11.074 20.534 -7.875
H 13.279 20.444 -5.898
H 14.420 18.892 -7.139
H 14.454 20.414 -7.977
H 12.603 18.017 -8.336
H 14.055 18.440 -9.378
H 11.502 17.909 -10.463
H 12.884 18.649 -11.357
H 11.295 19.436 -11.355
C 17.674 27.371 -8.731
O 18.164 28.092 -7.606
C 17.163 28.331 -6.664
C 17.765 28.744 -5.343
N 16.676 28.946 -4.389
C 17.144 28.945 -3.031
C 16.080 29.405 -2.097
O 15.699 30.678 -2.295
C 16.744 31.596 -2.010
H 17.389 26.333 -8.501
H 18.490 27.251 -9.460
H 16.894 27.946 -9.246
H 16.454 27.509 -6.466
H 16.471 29.158 -6.955
H 18.419 29.609 -5.504
H 18.381 27.889 -5.042
H 16.321 29.892 -4.554
H 17.996 29.643 -2.895
H 17.559 27.970 -2.772
H 16.456 29.359 -1.066
H 15.248 28.700 -2.155
H 17.110 31.476 -0.994
H 16.270 32.570 -2.154
H 17.486 31.566 -2.818
C 14.184 23.956 -1.772
O 14.892 22.766 -1.458
H 14.053 24.096 -2.851
H 13.181 23.998 -1.313
H 14.701 24.851 -1.392
H 15.056 22.283 -2.284
C 15.509 23.752 -6.391
O 15.595 23.680 -4.979
H 15.757 24.754 -6.770
H 16.319 23.143 -6.790
H 14.507 23.490 -6.705
H 15.291 24.525 -4.586
O 13.887 24.254 -9.066
H 14.198 25.142 -9.294
H 14.620 23.659 -9.331
O 14.337 21.220 -4.033
H 13.431 21.318 -4.382
H 14.793 22.067 -4.289
O 16.682 22.943 -9.816
H 17.341 22.631 -9.173
H 17.204 23.322 -10.539
O 15.266 26.450 -4.189
H 15.928 27.190 -4.359
H 14.454 26.905 -3.926
*
```

The total energy is -74861.91776 eV. The calculation puts the frontier orbital gap at 8.6 eV. The value obtained for the largest force on an atom is 3.05 eV Å⁻¹. The HOMO energy is -8.4 eV. The relative energy (zero: lowest compared OMol25 entry of this formula, charge and spin) comes out at 0.000 eV. The LUMO energy is 0.19 eV. Its structure (SMILES) is COCCNCCOC.COCCNCCOC.COCCNCCOC.COCCNCCOC.COCCNCCOC.CO.CO.O.O.O.O.

=====

2.
Computed, not measured: a cluster of 11 separate species, C32H91N5O17 in total in a non-equilibrium geometry, with ωB97M-V with the def2-TZVPD basis set.

The geometry in ORCA input format:
```
! wB97M-V def2-TZVPD RIJCOSX def2/J DEFGRID3
* xyz 0 1
C 3.309 1.695 4.658
C 1.959 0.837 4.540
O 1.945 -0.298 3.722
O 4.268 0.858 5.380
H 3.205 2.504 5.381
H 3.720 2.041 3.710
H 1.249 1.472 4.010
H 1.561 0.708 5.547
H 2.800 -0.564 3.374
H 3.976 0.785 6.292
C 2.303 -5.624 1.970
C 1.768 -4.234 1.820
O 2.690 -3.416 1.076
O 3.453 -5.670 2.750
H 2.447 -6.005 0.959
H 1.518 -6.167 2.497
H 1.600 -3.767 2.791
H 0.804 -4.182 1.316
H 3.509 -3.481 1.572
H 4.297 -5.589 2.298
C 0.397 -0.708 0.465
C -0.468 -0.575 -0.821
O 0.123 0.056 -1.952
O 0.849 0.555 0.936
H 1.235 -1.397 0.360
H -0.092 -1.140 1.338
H -1.441 -0.127 -0.616
H -0.825 -1.551 -1.148
H 0.556 0.884 -1.727
H 1.141 0.560 1.850
C -5.167 -0.126 0.585
C -6.087 -1.399 0.688
O -5.723 -2.250 1.812
O -3.804 -0.648 0.483
H -5.144 0.463 1.502
H -5.668 0.512 -0.144
H -6.003 -1.992 -0.222
H -7.113 -1.034 0.732
H -4.773 -2.308 1.941
H -3.498 -1.107 -0.303
C 2.053 3.596 -1.294
C 3.564 3.437 -1.649
O 4.225 4.543 -1.080
O 1.564 2.250 -1.114
H 1.420 3.973 -2.097
H 1.968 4.209 -0.397
H 3.760 3.270 -2.708
H 4.115 2.582 -1.259
H 4.095 4.598 -0.131
H 1.257 2.059 -0.225
C 4.399 -0.251 0.548
C 5.395 0.915 0.988
O 6.747 0.362 1.014
O 4.355 -1.225 1.637
H 4.759 -0.657 -0.398
H 3.449 0.155 0.201
H 5.257 1.430 1.940
H 5.391 1.645 0.179
H 6.760 -0.198 1.793
H 5.085 -1.845 1.557
C -2.608 -0.058 7.713
C -3.545 0.663 6.756
C -3.578 -0.057 5.452
O -2.328 -0.084 4.947
C -2.155 -0.462 3.540
N -4.852 0.879 7.371
H -2.834 0.388 8.682
H -1.566 0.023 7.406
H -2.794 -1.130 7.647
H -3.206 1.654 6.452
H -4.381 0.340 4.832
H -3.930 -1.075 5.620
H -2.401 -1.510 3.371
H -1.087 -0.352 3.352
H -2.712 0.176 2.855
H -4.966 0.128 8.037
H -5.416 0.783 6.539
C 5.428 2.093 -5.303
C 4.489 0.979 -5.648
C 3.909 0.180 -4.425
O 3.050 -0.831 -4.930
C 2.621 -1.538 -3.748
N 3.396 1.431 -6.516
H 5.255 2.627 -4.369
H 5.449 2.743 -6.178
H 6.407 1.637 -5.148
H 5.097 0.315 -6.262
H 3.441 0.738 -3.614
H 4.795 -0.343 -4.064
H 2.739 -2.591 -4.000
H 1.591 -1.214 -3.596
H 3.150 -1.421 -2.802
H 2.712 0.692 -6.598
H 2.854 2.200 -6.149
C -3.194 -5.738 0.270
C -2.636 -4.345 -0.103
C -3.316 -3.795 -1.397
O -3.048 -2.352 -1.491
C -3.569 -1.731 -2.616
N -3.073 -3.576 1.029
H -4.280 -5.639 0.243
H -3.000 -6.045 1.298
H -2.874 -6.558 -0.372
H -1.552 -4.396 -0.209
H -4.358 -4.112 -1.388
H -2.715 -4.317 -2.142
H -3.273 -0.693 -2.772
H -4.652 -1.620 -2.579
H -3.279 -2.315 -3.490
H -2.956 -4.079 1.897
H -2.723 -2.630 1.071
C -1.973 3.512 1.756
C -1.453 3.209 3.164
C -0.034 3.923 3.398
O 0.548 3.853 4.754
C 1.574 4.846 5.022
N -2.575 3.854 3.825
H -1.933 4.586 1.577
H -2.903 3.034 1.449
H -1.153 3.175 1.122
H -1.295 2.187 3.508
H -0.078 4.960 3.066
H 0.645 3.352 2.765
H 2.207 5.203 4.210
H 2.379 4.438 5.634
H 1.311 5.679 5.674
H -2.628 4.797 3.467
H -2.287 3.932 4.790
C -1.690 -0.389 -9.917
C -2.352 0.102 -8.638
C -1.345 0.124 -7.517
O -1.986 0.274 -6.265
C -1.103 0.118 -5.230
N -2.895 1.477 -8.787
H -0.722 0.070 -10.115
H -2.289 -0.006 -10.743
H -1.663 -1.475 -10.012
H -3.149 -0.546 -8.274
H -0.494 0.782 -7.695
H -0.840 -0.841 -7.550
H -0.458 -0.750 -5.371
H -1.517 0.190 -4.225
H -0.372 0.917 -5.353
H -2.177 2.163 -8.972
H -3.323 1.771 -7.921
*
```

The total energy is -76907.31042 eV. The calculation puts the frontier orbital gap at 9.0 eV. The value obtained for the largest force on an atom is 3.73 eV Å⁻¹. The HOMO energy is -9.0 eV. The relative energy (zero: lowest compared OMol25 entry of this formula, charge and spin) comes out at 6.376 eV. The LUMO energy is 0.06 eV. Its structure (SMILES) is COC[C@H](C)N.COC[C@H](C)N.COC[C@H](C)N.COC[C@H](C)N.COC[C@H](C)N.OCCO.OCCO.OCCO.OCCO.OCCO.OCCO.

=====

3.
Computed, not measured: a structure of composition C32H92BHgN8O8 in a non-equilibrium geometry, with ωB97M-V with the def2-TZVPD basis set.

The geometry in ORCA input format:
```
! wB97M-V def2-TZVPD RIJCOSX def2/J DEFGRID3
* xyz 1 1
Hg -1.691 -2.596 -1.381
B -0.139 0.654 0.808
H 0.345 1.434 1.375
H -0.478 1.080 -0.124
H 0.540 -0.087 0.415
H -0.957 0.174 1.322
C -9.226 -1.814 -0.082
C -8.102 -2.833 -0.475
C -8.596 -4.026 -1.338
O -7.561 -4.965 -1.407
C -8.034 -6.142 -2.048
N -6.894 -2.101 -0.929
H -9.007 -1.182 0.779
H -10.124 -2.354 0.218
H -9.618 -1.192 -0.887
H -7.881 -3.157 0.542
H -8.731 -3.644 -2.350
H -9.552 -4.427 -1.003
H -7.260 -6.851 -2.339
H -8.512 -5.996 -3.017
H -8.774 -6.606 -1.396
H -6.878 -1.304 -0.309
H -7.177 -1.592 -1.755
C -2.895 -6.488 5.059
C -1.862 -5.847 4.066
C -0.383 -6.136 4.456
O -0.208 -7.516 4.223
C 0.110 -8.275 5.378
N -2.137 -6.242 2.761
H -2.617 -6.055 6.019
H -2.813 -7.564 5.215
H -3.918 -6.193 4.824
H -2.019 -4.774 4.179
H -0.270 -5.822 5.494
H 0.378 -5.603 3.886
H 0.122 -9.346 5.175
H -0.744 -8.161 6.047
H 1.042 -7.964 5.851
H -3.086 -6.587 2.760
H -1.668 -7.135 2.717
C 7.010 2.885 -4.138
C 6.101 1.988 -3.310
C 6.855 1.433 -2.070
O 8.071 0.841 -2.361
C 8.680 0.265 -1.217
N 4.984 2.876 -2.884
H 7.461 3.599 -3.449
H 6.403 3.519 -4.784
H 7.715 2.449 -4.846
H 5.842 1.171 -3.984
H 6.221 0.773 -1.478
H 7.064 2.311 -1.459
H 9.671 -0.096 -1.490
H 8.115 -0.570 -0.802
H 8.899 1.005 -0.447
H 5.182 3.667 -2.288
H 4.307 2.407 -2.300
C 5.813 1.273 5.330
C 5.739 -0.080 5.996
C 6.368 -0.185 7.396
O 6.359 -1.489 7.961
C 7.062 -2.445 7.190
N 4.373 -0.420 6.050
H 5.564 2.135 5.949
H 5.210 1.389 4.429
H 6.832 1.637 5.198
H 6.346 -0.716 5.352
H 6.007 0.596 8.066
H 7.408 0.125 7.284
H 7.583 -3.235 7.730
H 7.741 -2.050 6.434
H 6.321 -2.849 6.500
H 4.017 -0.361 5.107
H 3.934 0.323 6.575
C -0.728 1.801 -7.816
C -0.777 0.311 -7.566
C -0.269 -0.551 -8.833
O -0.359 -1.958 -8.846
C -0.115 -2.575 -10.172
N -0.063 -0.160 -6.368
H 0.186 2.269 -8.182
H -0.976 2.315 -6.888
H -1.402 2.024 -8.644
H -1.803 -0.057 -7.565
H 0.787 -0.302 -8.934
H -0.662 -0.250 -9.805
H 0.230 -3.608 -10.124
H 0.455 -2.077 -10.956
H -1.163 -2.509 -10.463
H 0.908 -0.264 -6.627
H 0.108 0.744 -5.951
C -1.298 -7.694 -5.869
C -0.841 -6.797 -4.712
C 0.605 -6.554 -4.521
O 0.797 -5.772 -3.326
C 2.113 -5.589 -2.844
N -1.439 -5.475 -4.837
H -2.146 -8.344 -5.652
H -0.531 -8.418 -6.141
H -1.605 -7.086 -6.720
H -1.232 -7.294 -3.824
H 0.946 -5.889 -5.315
H 1.025 -7.550 -4.663
H 2.468 -6.619 -2.817
H 2.347 -5.137 -1.880
H 2.644 -5.104 -3.664
H -2.345 -5.633 -5.254
H -0.897 -5.263 -5.662
C 2.609 9.238 2.538
C 3.728 9.960 1.752
C 5.133 9.234 1.744
O 5.999 9.870 0.795
C 6.860 10.840 1.340
N 3.170 10.151 0.426
H 1.708 9.850 2.508
H 2.864 9.133 3.593
H 2.426 8.205 2.242
H 3.828 10.966 2.160
H 5.041 8.192 1.437
H 5.532 9.270 2.758
H 6.425 11.567 2.026
H 7.280 11.561 0.638
H 7.665 10.414 1.938
H 2.485 10.879 0.573
H 3.834 10.636 -0.161
C -7.218 4.273 5.124
C -6.616 4.897 3.903
C -7.321 6.230 3.587
O -8.780 6.074 3.330
C -9.419 7.245 2.804
N -5.200 5.176 4.132
H -6.599 3.429 5.428
H -8.244 3.912 5.056
H -7.336 4.948 5.971
H -6.608 4.152 3.108
H -6.889 6.670 2.688
H -7.138 6.774 4.513
H -9.297 7.295 1.722
H -8.889 8.045 3.321
H -10.472 7.257 3.086
H -4.714 5.532 3.321
H -4.806 4.248 4.075
*
```

The total energy is -67801.06356 eV. The calculation puts the frontier orbital gap at 1.2 eV. The value obtained for the largest force on an atom is 5.65 eV Å⁻¹. The HOMO energy is -10.4 eV. The relative energy (zero: lowest compared OMol25 entry of this formula, charge and spin) comes out at 13.795 eV. The LUMO energy is -9.23 eV.